[1]
The following is a DFT calculation (wB97M-V/def2-TZVPD) of a cluster of 2 separate species, C3H6FNO2S in total in a non-equilibrium geometry.

Gap between HOMO and LUMO ... 0.3812 hartree
Maximum force ... 4.26 eV Å⁻¹
Relative energy (zero: lowest compared OMol25 entry of this formula, charge and spin) ... 2.778 eV
Total energy ... -22341.2727 eV

Element x y z (Å)
C  1.889  0.240  0.150
C  2.572  -0.964  0.635
C  1.233  -0.384  1.103
N  -2.024  -0.398  0.030
O  -2.020  2.027  -0.482
O  -1.848  0.559  -2.340
F  0.209  -0.412  1.942
S  -1.195  0.654  -1.075
H  2.099  0.893  -0.606
H  -2.364  2.451  -1.275
H  2.499  -1.869  0.203
H  3.466  -1.032  1.315
H  -1.575  -0.983  0.628
H  -2.940  -0.785  -0.227

Cartesian forces (eV/Å) of the 3 atoms listed first:
-1.72 -1.37 2.23
0.28 0.24 4.17
2.26 1.21 -1.63

Results of the natural (NBO) charge analysis, in e, for atoms 1 through 6: number 1, C, carries -0.29; number 2, C, carries -0.42; number 3, C, carries 0.42; number 4, N, carries -1.07; number 5, O, carries -0.90; number 6, O, carries -0.96

---

[2]
The following is a DFT calculation (wB97M-V/def2-TZVPD) of a structure of composition C3H6I2NS.

Gap between HOMO and LUMO ... 0.3154 hartree
Total charge ... +1
Maximum force ... 0.94 eV Å⁻¹
Relative energy (zero: lowest compared OMol25 entry of this formula, charge and spin) ... 0.924 eV
Total energy ... -31726.2784 eV

Element x y z (Å)
C  0.320  -0.483  -1.597
C  -0.840  0.093  -0.851
I  -2.459  0.592  -2.049
C  -0.857  0.246  0.473
I  -2.411  1.031  1.623
N  0.270  -0.223  1.293
S  1.037  1.036  2.324
H  0.380  -0.057  -2.582
H  0.235  -1.556  -1.678
H  1.265  -0.246  -1.124
H  -0.065  -0.971  1.901
H  1.003  -0.632  0.713
H  2.123  1.169  1.554

Cartesian forces (eV/Å) of the 3 atoms listed first:
0.11 0.18 0.27
0.01 0.02 0.23
0.04 0.01 0.15

Results of the natural (NBO) charge analysis, in e, for atoms 1 through 6: number 1, C, carries -0.68; number 2, C, carries -0.15; number 3, I, carries 0.31; number 4, C, carries -0.14; number 5, I, carries 0.29; number 6, N, carries -0.67

---

[3]
The following is a DFT calculation (wB97M-V/def2-TZVPD) of a cluster of 2 separate species, C3H6I2Si in total in a non-equilibrium geometry.

Gap between HOMO and LUMO (spin up / spin down) ... 0.3269 / 0.1302 hartree
Maximum force ... 3.67 eV Å⁻¹
Relative energy (zero: lowest compared OMol25 entry of this formula, charge and spin) ... 4.719 eV
Total energy ... -27284.5585 eV

Element x y z (Å)
C  0.371  -0.693  0.104
C  -0.059  0.435  -0.501
C  -0.527  -1.701  0.764
Si  1.260  1.684  -0.975
I  -3.670  1.790  -0.359
I  3.653  1.908  -0.256
H  1.392  -1.126  0.244
H  -1.026  0.676  -0.870
H  -1.658  -1.395  0.924
H  -0.129  -2.104  1.688
H  -0.452  -2.538  0.102
H  0.847  3.064  -0.865

Cartesian forces (eV/Å) of the 3 atoms listed first:
-1.13 -0.60 1.07
3.65 -0.13 0.40
-2.29 0.64 -0.17

Results of the natural (NBO) charge analysis, in e, for atoms 1 through 6: number 1, C, carries -0.11; number 2, C, carries -0.71; number 3, C, carries -0.66; number 4, Si, carries 0.81; number 5, I, carries -0.03; number 6, I, carries -0.24